An isolated ion of composition C9H17N5 and charge +2 at a distorted geometry. Source: OMol25; level of theory: the ωB97M-V functional and the def2-TZVPD basis.

Each line ends with the natural charge from an NBO analysis.
Cartesian coordinates (Å):
C (1.76, -2.81, 0.67)  -0.602
C (0.72, -1.97, 1.55)  -0.219
N (0.45, -0.67, 0.92)  -0.198
N (0.01, 0.31, 1.61)  -0.118
C (-0.55, 1.35, 1.16)  0.197
C (-1.01, 2.60, 1.88)  -0.712
C (-0.74, 1.17, -0.42)  -0.387
C (0.20, 2.03, -1.24)  0.602
N (0.13, 3.35, -1.06)  -0.666
N (1.19, 1.48, -1.99)  -0.544
C (1.36, 0.10, -2.10)  0.398
N (0.55, -0.67, -1.54)  -0.418
C (-0.46, -0.37, -0.59)  0.271
C (-1.61, -1.28, -0.54)  -0.687
H (1.85, -3.75, 1.09)  0.254
H (1.42, -2.97, -0.35)  0.168
H (2.74, -2.27, 0.82)  0.237
H (-0.19, -2.40, 1.86)  0.209
H (1.31, -1.71, 2.32)  0.241
H (-0.15, 3.31, 2.13)  0.266
H (-1.35, 2.31, 2.97)  0.299
H (-1.88, 3.07, 1.54)  0.243
H (-1.78, 1.44, -0.75)  0.290
H (-0.81, 3.67, -0.77)  0.444
H (0.47, 4.05, -1.63)  0.436
H (1.82, 2.13, -2.43)  0.465
H (2.24, -0.27, -2.65)  0.285
H (0.76, -1.61, -1.58)  0.454
H (-1.31, -2.31, -0.47)  0.254
H (-2.39, -1.21, -1.34)  0.270
H (-2.17, -1.11, 0.33)  0.269

Results
Molecular weight   195.27 g/mol
Maximum force   4.63 eV Å⁻¹
Lowest unoccupied orbital energy   -8.94 eV
Frontier orbital gap   6.7 eV
DFT total energy   -626.20130 Ha
Net charge   +2
Energy relative to the best compared isomer or geometry (same formula, charge and spin)   57.1 kcal/mol
E_HOMO   -15.66 eV
SMILES   CCN1N=C(C)[C@H]2C(=[NH2+])[NH+]=CN[C@]21C



An isolated ion of composition CH2NO4S and charge -1 at a distorted geometry. Source: OMol25; level of theory: the ωB97M-V functional and the def2-TZVPD basis.

Each line ends with the natural charge from an NBO analysis.
Cartesian coordinates (Å):
N (1.45, -0.32, 0.09)  -1.049
S (-0.22, -0.79, -0.03)  1.988
O (-0.26, -1.60, -1.24)  -0.990
O (-0.49, -1.51, 1.21)  -0.981
C (-1.15, 0.98, 0.00)  0.675
O (-0.18, 1.76, 0.41)  -0.776
O (-2.30, 1.01, -0.31)  -0.628
H (1.44, 0.47, 0.72)  0.398
H (1.71, 0.00, -0.83)  0.364

Results
Molecular weight   124.10 g/mol
Maximum force   5.46 eV Å⁻¹
Lowest unoccupied orbital energy   4.00 eV
Frontier orbital gap   8.9 eV
DFT total energy   -793.28707 Ha
Net charge   -1
Energy relative to the best compared isomer or geometry (same formula, charge and spin)   5.8 kcal/mol
E_HOMO   -4.92 eV
SMILES   NS(=O)(=O)C(=O)[O-]



C25H44O2P2Tb as an isolated structure at a distorted geometry. Source: OMol25; level of theory: the ωB97M-V functional and the def2-TZVPD basis.

Each line ends with the Mulliken spin population.
Cartesian coordinates (Å):
Tb (0.09, -0.08, 2.19)  6.145
C (-1.85, -0.99, 3.60)  0.043
C (-1.47, -2.08, 2.76)  -0.064
C (0.37, -1.50, 4.06)  0.000
C (-0.72, -0.64, 4.42)  -0.033
C (-0.08, -2.37, 3.01)  -0.002
C (-3.23, -0.46, 3.78)  -0.002
H (-3.81, -0.53, 2.85)  0.000
H (-3.21, 0.59, 4.09)  0.000
H (-3.79, -1.02, 4.56)  -0.001
C (-0.66, 0.43, 5.45)  -0.003
H (-1.61, 0.99, 5.49)  -0.003
H (0.14, 1.17, 5.21)  0.002
H (-0.45, 0.01, 6.44)  0.001
C (1.73, -1.47, 4.66)  -0.008
H (1.70, -1.85, 5.69)  0.001
H (2.14, -0.44, 4.68)  -0.002
H (2.43, -2.08, 4.07)  -0.002
C (0.72, -3.47, 2.40)  -0.002
H (0.66, -4.38, 3.01)  0.001
H (1.78, -3.19, 2.32)  -0.001
H (0.36, -3.71, 1.39)  0.000
C (-2.37, -2.88, 1.90)  0.004
H (-2.67, -3.82, 2.40)  -0.002
H (-1.89, -3.16, 0.96)  -0.001
H (-3.29, -2.33, 1.67)  -0.001
C (-0.99, 2.04, 0.53)  -0.012
C (-2.04, 1.19, 0.67)  0.015
C (-2.47, 0.14, -0.30)  -0.021
C (-1.37, -0.58, -1.15)  0.010
C (-0.13, -1.06, -0.47)  -0.008
C (1.01, -0.32, -0.32)  0.008
C (1.16, 1.11, -0.77)  -0.006
C (-0.05, 2.10, -0.64)  0.003
H (-3.18, 0.59, -1.03)  0.000
H (-1.11, 0.08, -2.01)  -0.001
H (-3.07, -0.63, 0.23)  -0.003
H (-0.59, 2.10, -1.60)  0.000
H (-0.83, 2.81, 1.31)  0.000
H (-2.69, 1.29, 1.56)  0.005
H (0.42, 3.10, -0.56)  0.000
H (2.02, 1.56, -0.23)  0.000
H (1.91, -0.76, 0.15)  -0.011
H (1.45, 1.12, -1.83)  0.001
H (-1.86, -1.47, -1.59)  0.000
H (-0.14, -2.11, -0.13)  0.003
P (-0.49, 1.15, -4.32)  0.000
C (-0.57, 2.99, -4.44)  0.000
C (-1.81, 0.81, -5.57)  0.000
P (1.79, -0.63, -5.10)  0.000
C (0.95, 0.97, -5.51)  0.000
C (1.27, -1.57, -6.62)  0.000
C (3.44, -0.17, -5.79)  0.000
H (0.30, 3.42, -3.93)  0.000
H (-1.48, 3.33, -3.94)  0.000
H (-0.58, 3.32, -5.49)  0.000
H (-1.70, 1.45, -6.47)  0.000
H (-2.78, 1.02, -5.11)  0.000
H (-1.80, -0.24, -5.89)  0.000
H (3.38, 0.19, -6.83)  0.000
H (4.09, -1.06, -5.77)  0.000
H (3.89, 0.61, -5.17)  0.000
H (1.66, 1.80, -5.36)  0.000
H (0.61, 0.99, -6.56)  0.000
H (1.85, -2.50, -6.66)  0.000
H (1.46, -1.01, -7.55)  0.000
H (0.20, -1.83, -6.57)  0.000
C (2.94, 2.15, 5.60)  0.002
O (2.59, 2.27, 4.19)  -0.010
C (1.70, 1.47, 3.67)  -0.030
O (1.52, 1.61, 2.41)  -0.019
H (2.86, 3.15, 6.04)  0.000
H (3.97, 1.80, 5.67)  0.000
H (2.28, 1.45, 6.14)  0.000

Results
Molecular weight   597.50 g/mol
Maximum force   2.70 eV Å⁻¹
Lowest unoccupied orbital energy (alpha / beta)   -3.81 / -2.87 eV
Frontier orbital gap (alpha / beta)   6.8 / 7.9 eV
DFT total energy   -2636.27820 Ha
Net charge   +1
Energy relative to the best compared isomer or geometry (same formula, charge and spin)   55.1 kcal/mol
Multiplicity   7
E_HOMO (alpha / beta)   -10.63 / -10.74 eV



A 5-piece molecular cluster, C15H15F5O15 overall at a distorted geometry. Source: OMol25; level of theory: the ωB97M-V functional and the def2-TZVPD basis.

Each line ends with the natural charge from an NBO analysis.
Cartesian coordinates (Å):
O (1.79, 0.17, 3.33)  -0.570
C (2.31, 1.29, 3.14)  0.978
O (1.70, 2.43, 3.01)  -0.480
C (2.51, 3.48, 3.34)  -0.129
C (3.84, 2.93, 2.86)  0.446
F (4.91, 3.21, 3.60)  -0.322
O (3.60, 1.58, 2.97)  -0.491
H (2.14, 4.38, 2.85)  0.213
H (2.52, 3.67, 4.41)  0.202
H (4.16, 3.17, 1.84)  0.154
O (-8.06, -1.36, -0.21)  -0.551
C (-7.27, -2.12, 0.29)  0.966
O (-7.51, -3.40, 0.70)  -0.480
C (-6.39, -3.83, 1.44)  -0.125
C (-5.29, -2.84, 1.03)  0.440
F (-4.61, -3.35, 0.04)  -0.326
O (-6.04, -1.75, 0.68)  -0.486
H (-6.51, -3.64, 2.50)  0.186
H (-6.17, -4.86, 1.16)  0.217
H (-4.62, -2.66, 1.87)  0.160
O (4.19, -5.85, 1.36)  -0.583
C (4.65, -4.84, 0.81)  0.960
O (3.93, -3.71, 0.69)  -0.477
C (4.53, -2.93, -0.39)  -0.136
C (5.91, -3.54, -0.36)  0.431
F (6.71, -2.78, 0.35)  -0.327
O (5.76, -4.77, 0.18)  -0.459
H (3.97, -3.01, -1.32)  0.207
H (4.57, -1.88, -0.07)  0.220
H (6.45, -3.68, -1.30)  0.163
O (-0.32, -2.75, -4.90)  -0.550
C (-0.37, -2.05, -3.93)  0.963
O (-0.34, -2.48, -2.60)  -0.488
C (-0.52, -1.31, -1.76)  -0.138
C (-0.15, -0.18, -2.75)  0.434
F (1.10, 0.30, -2.50)  -0.342
O (-0.21, -0.72, -4.02)  -0.473
H (-1.53, -1.36, -1.36)  0.208
H (0.10, -1.42, -0.87)  0.222
H (-0.82, 0.66, -2.57)  0.164
O (-3.00, 3.07, -0.49)  -0.575
C (-2.37, 4.04, -0.88)  0.969
O (-2.80, 5.20, -1.37)  -0.473
C (-1.71, 6.08, -1.60)  -0.136
C (-0.51, 5.23, -1.52)  0.445
F (0.49, 5.82, -0.88)  -0.313
O (-1.07, 4.02, -0.97)  -0.493
H (-1.84, 6.60, -2.55)  0.218
H (-1.65, 6.76, -0.76)  0.206
H (-0.14, 5.01, -2.53)  0.152

Results
Molecular weight   530.26 g/mol
Maximum force   7.24 eV Å⁻¹
Lowest unoccupied orbital energy   -0.02 eV
Frontier orbital gap   10.8 eV
DFT total energy   -2208.51003 Ha
Net charge   0
Energy relative to the best compared isomer or geometry (same formula, charge and spin)   60.9 kcal/mol
E_HOMO   -10.82 eV
SMILES   O=C1OC[C@@H](F)O1.O=C1OC[C@@H](F)O1.O=C1OC[C@@H](F)O1.O=C1OC[C@@H](F)O1.O=C1OC[C@@H](F)O1



One molecule with the formula C3HN3O2 at a distorted geometry. Source: OMol25; level of theory: the ωB97M-V functional and the def2-TZVPD basis.

Each line ends with the natural charge from an NBO analysis.
Cartesian coordinates (Å):
C (0.38, -1.78, 0.65)  0.368
N (1.22, -0.86, 1.01)  -0.392
C (0.57, 0.26, 0.37)  0.154
N (0.59, 1.55, 0.37)  -0.034
O (-0.33, 1.86, -0.53)  -0.143
N (-1.09, 0.78, -1.08)  -0.101
C (-0.51, -0.19, -0.40)  0.344
O (-0.68, -1.51, -0.33)  -0.415
H (0.41, -2.82, 1.07)  0.220

Results
Molecular weight   111.06 g/mol
Maximum force   3.06 eV Å⁻¹
Lowest unoccupied orbital energy   -0.23 eV
Frontier orbital gap   10.7 eV
DFT total energy   -429.53306 Ha
Net charge   0
Energy relative to the best compared isomer or geometry (same formula, charge and spin)   74.9 kcal/mol
E_HOMO   -10.94 eV
SMILES   c1nc2nonc2o1



An isolated ion of composition C37H32NOS and charge +1 at a distorted geometry. Source: OMol25; level of theory: the ωB97M-V functional and the def2-TZVPD basis.

Each line ends with the Löwdin charge.
Cartesian coordinates (Å):
C (1.91, -2.93, 1.85)  -0.064
O (0.92, -2.32, 1.03)  -0.170
C (0.79, -0.90, 0.83)  -0.338
C (2.17, -0.28, 0.55)  -0.167
C (3.14, -0.33, 1.55)  -0.081
C (4.45, 0.08, 1.28)  -0.051
C (4.77, 0.63, 0.03)  -0.060
C (3.77, 0.79, -0.93)  -0.036
C (2.47, 0.35, -0.65)  -0.039
C (0.29, -0.31, 2.16)  -0.313
N (0.46, 0.98, 2.56)  -0.010
C (1.14, 2.04, 1.81)  0.043
C (-0.07, 1.24, 3.85)  -0.210
C (-0.79, 0.15, 4.33)  -0.388
C (-1.61, 0.27, 5.44)  -0.050
C (-1.65, 1.49, 6.13)  -0.048
C (-0.86, 2.57, 5.69)  -0.046
C (-0.08, 2.46, 4.53)  0.008
S (-0.53, -1.26, 3.31)  1.273
H (1.82, -4.01, 1.64)  0.112
H (2.93, -2.63, 1.57)  0.089
H (1.71, -2.76, 2.92)  0.072
H (2.90, -0.73, 2.54)  0.124
H (5.22, -0.05, 2.04)  0.115
H (5.79, 0.95, -0.18)  0.114
H (3.98, 1.23, -1.90)  0.118
H (1.69, 0.54, -1.39)  0.095
H (0.82, 3.00, 2.22)  0.094
H (2.23, 1.95, 1.93)  0.113
H (0.87, 2.01, 0.75)  0.098
H (-2.22, -0.59, 5.73)  0.120
H (-2.29, 1.60, 7.00)  0.119
H (-0.87, 3.50, 6.26)  0.120
H (0.53, 3.30, 4.18)  0.114
C (-2.36, 3.66, -4.49)  -0.073
C (-2.87, 3.22, -3.26)  -0.072
C (-2.24, 2.19, -2.56)  -0.026
C (-1.11, 1.55, -3.11)  -0.186
C (-0.51, 0.38, -2.42)  -0.115
C (-0.48, 0.37, -1.05)  -0.028
C (-0.28, -0.86, -0.22)  -0.190
C (-1.55, -1.38, 0.45)  -0.210
C (-1.67, -2.75, 0.71)  -0.049
C (-2.69, -3.22, 1.54)  -0.079
C (-3.65, -2.32, 2.01)  -0.089
C (-3.60, -0.98, 1.64)  -0.077
C (-2.55, -0.50, 0.86)  -0.049
C (0.04, -0.73, -3.27)  -0.155
C (1.11, -1.56, -2.87)  -0.039
C (1.65, -2.51, -3.73)  -0.062
C (1.11, -2.70, -5.01)  -0.070
C (0.00, -1.93, -5.40)  -0.062
C (-0.54, -0.98, -4.53)  -0.031
C (-0.59, 2.02, -4.33)  -0.041
C (-1.20, 3.06, -5.01)  -0.068
H (-2.86, 4.46, -5.04)  0.107
H (-3.77, 3.67, -2.85)  0.107
H (-2.63, 1.85, -1.61)  0.102
H (-0.76, 1.28, -0.52)  0.108
H (-0.06, -1.63, -0.97)  0.133
H (-0.95, -3.45, 0.29)  0.128
H (-2.72, -4.28, 1.79)  0.115
H (-4.45, -2.69, 2.67)  0.110
H (-4.38, -0.29, 1.96)  0.110
H (-2.49, 0.55, 0.57)  0.108
H (1.56, -1.45, -1.88)  0.089
H (2.51, -3.10, -3.39)  0.110
H (1.53, -3.45, -5.67)  0.107
H (-0.44, -2.07, -6.39)  0.111
H (-1.42, -0.41, -4.85)  0.124
H (0.31, 1.55, -4.75)  0.122
H (-0.79, 3.40, -5.97)  0.109

Results
Molecular weight   538.74 g/mol
Maximum force   2.40 eV Å⁻¹
Lowest unoccupied orbital energy   -3.50 eV
Frontier orbital gap   7.0 eV
DFT total energy   -1957.05993 Ha
Net charge   +1
Energy relative to the best compared isomer or geometry (same formula, charge and spin)   0.0 kcal/mol
E_HOMO   -10.49 eV